Entry from OMol25: 3 unconnected molecules or ions with the total composition C27H65IN7O2P2S in a non-equilibrium geometry (the ωB97M-V functional and the def2-TZVPD basis).

Summary:
HOMO energy   -0.3505 hartree
Total energy   -2979.7530 Eh
Frontier orbital gap   6.9 eV
LUMO level   -2.61 eV

ORCA input file:
```
! RIJCOSX wB97M-V def2-TZVPD def2/J DEFGRID3
* xyz 1 1
H 11.898 0.107 0.982
H -9.574 0.917 -3.864
H -7.761 -3.041 -1.932
H -5.148 -2.364 -4.585
H 7.328 1.916 -0.565
H 6.869 -1.086 1.594
H -2.042 -1.345 3.063
C -3.887 -2.435 3.372
H -6.559 -3.460 4.217
C -3.429 -0.904 1.404
C 11.713 -0.016 -0.091
H -6.849 -3.695 2.483
H -8.217 2.005 -3.556
H -6.710 -2.815 -5.286
H 4.041 2.168 4.091
C -4.052 -0.311 -2.973
H 0.075 2.238 4.567
H -2.814 0.621 3.847
N 9.150 -1.654 -1.358
C -5.365 1.626 -3.485
H -1.267 0.246 1.233
H -8.714 -0.206 -0.584
I 4.407 3.459 -0.309
H 2.576 5.244 0.410
H 6.848 0.676 1.688
H 10.125 2.096 0.826
H 11.042 2.376 -0.668
C 6.707 -0.182 1.016
H 0.698 4.338 1.947
C 2.507 4.408 -0.281
C -8.493 0.955 -3.710
H 6.169 0.818 -1.336
H 9.930 -0.363 -2.834
H -7.540 -3.881 -3.461
N 3.184 1.750 3.731
C -8.850 0.524 -1.376
H 9.313 2.215 -0.750
C 1.393 3.429 0.110
H -8.530 1.501 -0.993
H -4.722 -4.789 1.284
H -8.036 0.600 -4.635
C 10.195 1.838 -0.239
O 9.297 -0.650 1.570
H -9.917 0.570 -1.601
H -4.888 -5.466 2.894
C 10.011 -1.394 -2.507
P -6.589 -0.561 -2.362
H 8.820 -3.650 -1.976
C -4.779 -3.367 2.969
H 11.068 -1.624 -2.332
H 5.668 -0.190 0.674
H 2.283 4.813 -1.261
P 9.191 -0.691 0.086
H -4.145 1.066 1.115
C -7.088 -3.155 -2.786
H 2.289 2.944 5.134
N 7.590 -0.136 -0.141
H -3.334 -4.856 2.366
H -3.914 1.889 3.375
C -1.343 2.229 2.096
N -8.124 0.131 -2.579
C -6.188 -2.042 -4.717
N -5.374 0.182 -3.325
H 2.261 3.516 2.072
H -1.421 3.193 1.598
H 0.720 0.647 4.199
C -3.661 0.841 3.195
C 1.265 3.459 1.641
H -6.199 -1.137 -5.314
H -6.261 1.973 -3.991
S 0.467 1.953 2.206
H 12.459 0.552 -0.650
H -6.139 -3.564 -2.421
H -1.680 2.281 3.126
H -3.328 -0.022 -3.738
H -4.529 1.907 -4.129
C -6.257 -3.144 3.210
H -4.448 -1.200 1.165
O -6.263 -0.136 -0.969
H 7.798 0.916 -1.961
N -6.917 -1.860 -3.466
C -3.356 0.613 1.714
H 10.059 -3.488 -0.718
C -2.832 -1.830 2.484
H -2.025 1.436 0.238
H -5.266 2.165 -2.532
C 9.100 -3.099 -1.079
H -2.846 -1.093 0.497
H -3.965 -2.074 4.397
H -4.051 -1.404 -2.921
H -3.714 0.069 -1.998
H 9.660 -2.027 -3.325
N 10.372 0.414 -0.472
H 11.859 -1.073 -0.335
H -2.325 -2.651 1.959
H -4.500 0.232 3.520
C -4.406 -4.669 2.325
H 8.342 -3.306 -0.319
H -6.483 -2.084 3.152
C 0.810 1.706 3.963
C 2.183 2.206 4.340
H 1.630 2.421 -0.222
H 0.473 3.776 -0.361
C 7.217 0.928 -1.038
C -1.957 1.089 1.271
*
```

These are the Mulliken partial charges, in e, on atoms 1 to 5: 0.34, 0.36, 0.30, 0.30, 0.22

Entry from OMol25: a molecular structure, C28H42CaGeN3O2 in a non-equilibrium geometry (the ωB97M-V functional and the def2-TZVPD basis).

Summary:
HOMO energy   -0.1493 hartree
Total energy   -4161.4823 Eh
Frontier orbital gap   6.9 eV
LUMO level   2.86 eV

ORCA input file:
```
! RIJCOSX wB97M-V def2-TZVPD def2/J DEFGRID3
* xyz -1 1
H 4.941 4.257 -4.047
C 0.252 -3.474 3.924
C -4.587 -0.543 -2.003
O -3.862 0.950 -0.127
H 4.198 -0.644 0.228
H -1.775 -3.147 -2.473
C -7.141 -0.157 -1.146
H -6.462 1.158 0.373
H 2.317 -1.474 -1.400
H 1.273 -3.524 5.805
H 1.178 -1.471 -0.056
H 3.309 3.659 -4.663
H 0.831 -4.358 3.556
H -1.639 2.466 1.777
H 1.110 0.852 -3.020
H -1.376 -4.145 -0.530
C 4.383 -1.540 2.810
C -0.827 -3.184 -0.635
N 0.121 1.389 -0.029
Ca -1.829 0.062 0.538
H -1.760 4.173 -0.543
H -1.556 -0.339 5.487
C 4.336 2.393 -3.087
C -0.966 -1.146 4.994
H 1.551 2.487 -2.543
H 4.785 -2.498 2.473
C 2.127 -1.015 -0.422
C 0.939 3.761 -0.135
O -1.679 -0.578 2.774
H 3.714 0.356 -2.842
H 3.636 -2.367 0.113
H 0.190 -3.510 -0.869
H 3.431 4.378 -3.084
H -3.318 -1.593 -3.276
C -0.705 3.051 1.599
C 3.281 1.289 -3.313
H 0.766 4.871 0.095
H 4.206 -1.565 3.851
C -0.586 -2.741 3.118
C -6.932 -0.990 -2.261
H -2.270 2.386 -0.741
C -0.236 2.784 0.146
H 4.523 2.486 -2.008
N -2.400 -1.528 -1.431
H 3.079 1.495 0.053
H -1.011 3.125 -1.762
C -1.406 3.136 -0.757
C -5.646 -1.037 -2.810
C -4.793 0.381 -0.848
H 0.163 -1.632 6.741
H 2.351 -2.125 2.217
C -1.190 -1.444 3.607
C -1.314 -2.411 -1.830
H 0.097 2.659 2.327
C -0.045 -1.939 5.730
H 1.828 3.539 0.474
N -0.935 -2.435 0.633
H -7.728 -1.626 -2.719
H 2.645 -0.359 2.156
Ge 1.828 0.939 -0.643
H -0.817 4.128 1.765
H -0.527 -1.816 -2.273
C -0.576 -3.092 1.691
C 0.586 -3.011 5.207
C 3.963 3.749 -3.803
C 1.920 1.469 -2.550
H 3.162 1.063 -4.316
C -3.373 -1.264 -2.240
C 3.365 -1.375 0.439
H 5.324 1.951 -3.368
C 3.118 -1.357 2.006
H -8.160 -0.217 -0.866
H 1.191 3.821 -1.179
H 5.172 -0.811 2.582
C -6.171 0.513 -0.492
H -5.529 -1.630 -3.729
H -0.061 -4.069 1.580
*
```

These are the Mulliken partial charges, in e, on atoms 1 to 5: 0.33, -0.51, 0.56, -0.79, 0.24

Entry from OMol25: 2 unconnected molecules or ions with the total composition C4H9N in a non-equilibrium geometry (the ωB97M-V functional and the def2-TZVPD basis).

Summary:
HOMO energy   -0.3447 hartree
Structure (SMILES)   C=CC.C=N
Total energy   -212.4597 Eh
Frontier orbital gap   10.3 eV
LUMO level   0.92 eV

ORCA input file:
```
! RIJCOSX wB97M-V def2-TZVPD def2/J DEFGRID3
* xyz 0 1
H -1.782 1.746 1.005
N 1.529 -2.415 -0.053
C -0.260 1.106 -1.124
H -0.305 -2.389 0.944
H 1.530 -1.389 -0.093
H 1.221 1.560 0.368
H -0.409 1.883 2.265
H 0.013 -3.688 -0.411
C 0.144 1.520 0.256
C 0.326 -2.808 0.158
C -0.722 1.760 1.238
H -0.737 1.963 -1.613
H 0.571 0.728 -1.711
H -1.118 0.424 -1.229
*
```

These are the Mulliken partial charges, in e, on atoms 1 to 5: 0.25, -0.53, -1.14, 0.26, 0.27

Entry from OMol25: 3 unconnected molecules or ions with the total composition C5H12O2 in a non-equilibrium geometry (the ωB97M-V functional and the def2-TZVPD basis).

Summary:
HOMO energy   -0.3484 hartree
Structure (SMILES)   C=C/C=C/C.O.O
Total energy   -348.1168 Eh
Frontier orbital gap   10.2 eV
LUMO level   0.68 eV

ORCA input file:
```
! RIJCOSX wB97M-V def2-TZVPD def2/J DEFGRID3
* xyz 0 1
C -0.343 1.744 -2.286
H -0.616 0.234 5.772
C 0.325 -0.591 -1.883
H -2.126 0.263 5.915
H -0.921 3.718 -2.954
H 0.638 3.710 -2.022
H 1.359 1.037 -1.114
H -0.689 -1.081 -0.130
H -1.116 1.319 -2.919
H 1.053 -4.331 2.159
O -1.406 -0.303 5.615
H -0.937 3.494 -1.294
H 0.793 -0.965 -2.795
C 0.447 0.862 -1.688
C -0.281 -1.447 -1.066
C -0.331 3.241 -2.173
O 1.975 -4.488 2.371
H 2.332 -3.906 1.689
H -0.155 -2.509 -1.196
*
```

These are the Mulliken partial charges, in e, on atoms 1 to 5: 0.08, 0.32, -0.33, 0.32, 0.32

Entry from OMol25: 2 unconnected molecules or ions with the total composition C7H13O in a non-equilibrium geometry (the ωB97M-V functional and the def2-TZVPD basis).

Summary:
HOMO energy (alpha / beta)   -0.2974 / -0.3564 hartree
Total energy   -349.4150 Eh
Frontier orbital gap (alpha / beta)   6.3 / 9.1 eV
⟨S²⟩   1.813
LUMO level (alpha / beta)   -1.78 / -0.56 eV

ORCA input file:
```
! RIJCOSX wB97M-V def2-TZVPD def2/J DEFGRID3
* xyz 0 2
O 4.076 0.646 0.004
H -0.501 0.724 1.830
C 1.673 0.145 0.369
C 2.989 0.011 -0.518
C -1.270 0.498 1.091
H -1.262 2.847 0.869
C -1.339 1.826 0.295
H 1.486 1.269 0.424
C 0.503 -0.748 -0.226
H 0.671 -1.330 -1.149
H 3.083 -1.131 -0.646
H -0.462 1.861 -0.421
H 2.761 0.247 -1.600
H -2.215 0.203 1.631
H -1.886 -2.450 -0.689
H -2.999 -1.025 -0.689
H -2.245 1.850 -0.384
H 1.986 -0.201 1.369
C -0.973 -0.629 0.025
H -2.141 -3.260 -0.968
C -1.935 -1.352 -0.618
*
```

These are the Mulliken partial charges, in e, on atoms 1 to 5: -0.35, 0.26, -0.15, -0.61, -0.60

Entry from OMol25: a molecular structure, C29H46N5P2Pd (the ωB97M-V functional and the def2-TZVPD basis).

Summary:
HOMO energy   -0.0917 hartree
Total energy   -2217.0156 Eh
Frontier orbital gap   4.9 eV
LUMO level   2.41 eV

ORCA input file:
```
! RIJCOSX wB97M-V def2-TZVPD def2/J DEFGRID3
* xyz -1 1
H 2.889 4.122 -4.021
C 2.909 0.823 -3.222
H -1.844 -2.920 -4.370
H -1.545 -0.560 5.397
Pd -0.476 -0.220 -0.122
C 3.951 -3.128 -1.938
C 0.249 2.373 5.864
H 3.378 -0.102 -3.527
H 0.770 2.861 1.141
C 1.221 -2.722 -1.527
H 0.779 -5.116 0.226
C -1.594 1.562 -3.120
H 4.160 -1.012 -1.748
H -2.528 1.628 -3.686
H -2.350 -5.018 -1.292
C -0.542 -3.437 0.646
H -2.502 2.293 -1.331
H -2.462 -5.000 -3.051
H -1.834 4.656 -1.554
C -0.997 1.490 5.825
H 1.120 4.101 -2.334
H 1.003 1.958 6.535
H -1.677 2.077 3.856
C 0.046 3.338 0.469
C -0.191 -4.923 0.684
C 2.081 -1.580 -1.657
N 0.611 -0.356 2.122
H -0.764 1.802 -3.789
H -1.126 4.027 2.173
C 1.257 2.010 -1.887
H -0.017 5.216 -0.645
H -0.943 -5.537 0.189
H 0.024 -0.377 6.199
H -0.135 -5.253 1.727
H -0.180 -3.272 -3.864
C -1.891 -3.188 1.332
C 1.632 3.173 -2.556
C -1.610 2.517 -1.922
N 1.529 -0.356 -1.589
H -1.988 4.074 0.627
C 1.736 -3.997 -1.736
C 3.470 -1.846 -1.781
H 1.618 4.608 -0.331
H -2.163 -2.133 1.215
C -1.710 3.967 -2.392
H -2.964 1.464 4.903
C -1.094 -2.739 -3.595
H -2.583 4.080 -3.042
H 3.461 -5.222 -2.135
H 0.678 5.335 0.974
C 3.087 -4.219 -1.969
H -1.422 1.435 6.833
H 5.020 -3.289 -2.040
N 1.394 -0.153 4.131
H -1.449 -0.197 2.626
N 1.707 -0.319 2.898
C 0.615 4.702 0.082
H -2.564 -2.718 -2.049
H 4.005 1.980 -4.634
H -0.900 -5.271 -2.280
N 0.052 -0.075 4.181
H 1.068 -4.849 -1.712
H -0.832 4.265 -2.967
C -1.600 -3.203 -2.226
H -1.851 -3.440 2.397
C -1.833 -4.712 -2.202
C -1.274 3.502 1.225
C 1.925 0.771 -2.188
C -2.050 2.061 4.880
H 0.234 -2.907 1.208
P -0.203 1.968 -0.790
P -0.482 -2.405 -0.937
C -0.414 -0.213 2.926
H -2.678 -3.792 0.869
C 3.248 1.995 -3.857
H -1.716 2.521 1.422
C -0.639 0.045 5.445
H -2.302 3.085 5.160
C 2.627 3.197 -3.520
H -0.006 3.376 6.210
H -1.461 0.537 -2.762
H -0.861 -1.671 -3.573
H 0.690 2.455 4.870
*
```

These are the Mulliken partial charges, in e, on atoms 1 to 5: 0.41, -0.66, 0.51, 0.44, -1.06